The following is a DFT calculation (wB97M-V/def2-TZVPD) of the ion C9H20NO2S with charge +1.

Last column: Mulliken charge in e.
Geometry (Å):
1 C -1.948 1.750 0.044  -0.419
2 C -0.639 2.498 -0.373  -0.608
3 C -0.725 -0.433 -0.135  0.401
4 C 0.587 0.515 -0.037  1.085
5 C -1.106 -0.850 -1.563  -1.857
6 C -0.394 -1.637 0.743  -1.406
7 C -3.078 -0.186 0.897  -0.933
8 C 4.486 -1.281 -0.109  -0.873
9 C 1.888 -0.161 -0.603  -1.315
10 N -1.704 0.433 0.543  -0.078
11 O 0.350 1.612 -0.899  -0.477
12 O 0.770 0.841 1.361  -0.511
13 S 3.490 0.098 0.433  -0.095
14 H -2.320 2.182 0.989  0.458
15 H -2.635 1.797 -0.804  0.303
16 H -0.724 3.139 -1.149  0.510
17 H -0.272 3.173 0.482  0.261
18 H -0.268 -1.346 -1.889  0.494
19 H -1.188 0.024 -2.109  0.494
20 H -2.073 -1.403 -1.693  0.328
21 H -1.169 -2.394 0.799  0.448
22 H -0.277 -1.232 1.750  0.452
23 H 0.609 -2.128 0.461  0.277
24 H -3.707 -0.279 0.025  0.382
25 H -2.870 -1.119 1.269  0.360
26 H -3.602 0.443 1.558  0.423
27 H 4.954 -0.929 -1.080  0.280
28 H 4.026 -2.229 -0.282  0.309
29 H 5.227 -1.476 0.640  0.386
30 H 2.120 0.282 -1.542  0.681
31 H 1.861 -1.169 -0.695  0.384
32 H -1.409 0.583 1.500  0.576
33 H 1.739 0.880 1.467  0.277

Output
total energy	-958.04062	a.u.
Kohn-Sham gap	9.3	eV
net charge	+1
E_LUMO	-0.0964	hartree
SMILES string	CSC[C@@]1(O)OCC[N@@H+](C)C1(C)C
HOMO level	-11.888	eV